No. 1
DFT (the ωB97M-V functional and the def2-TZVPD basis) results for 3 unconnected molecules or ions with the total composition C7H12Cl4I2O3S.

- Net charge: 0
- Electronic energy: -3333.9470 a.u.

Element x y z (Å)
C 0.585 0.964 3.474
C -0.658 0.519 2.763
I -0.479 -1.108 1.481
C -1.845 1.085 2.902
I -2.100 2.775 4.113
O -2.954 0.668 2.218
S -4.007 -0.421 2.968
O -3.253 -1.199 3.906
O -4.821 0.635 3.898
H 0.476 0.732 4.536
H 0.730 2.037 3.374
H 1.446 0.414 3.110
H -4.993 1.431 3.368
Cl 0.262 -0.111 -1.951
C -1.318 -0.106 -2.776
C -2.035 1.210 -2.624
Cl -2.555 1.497 -0.945
H -1.906 -0.927 -2.371
H -1.129 -0.297 -3.831
H -2.932 1.208 -3.241
H -1.402 2.040 -2.924
Cl 6.265 -2.302 -2.085
C 4.672 -2.299 -2.883
C 3.950 -0.989 -2.711
Cl 3.448 -0.712 -1.026
H 4.094 -3.124 -2.474
H 4.846 -2.481 -3.942
H 3.041 -0.990 -3.312
H 4.572 -0.151 -3.014

Here are the Löwdin charges for atoms 1 to 5, given in e: -0.193, -0.794, 0.971, -0.931, 0.971

No. 2
DFT (the ωB97M-V functional and the def2-TZVPD basis) results for a molecular structure, C11H29ClN5Re.

- Net charge: +3
- Energy relative to the best compared isomer or geometry (same formula, charge and spin): 0.5208 eV
- Electronic energy: -1247.7028 a.u.
- Spin multiplicity: 2
- <S²>: 0.78

Element x y z (Å)
Re -0.179 0.064 -0.435
C 2.224 0.799 1.611
C 2.725 0.858 0.143
N 1.660 1.316 -0.777
C 1.386 2.773 -0.627
C -0.102 3.055 -0.820
N -0.944 2.102 -0.052
C -1.107 2.395 1.393
C 0.128 1.988 2.206
N 0.747 0.742 1.692
H 2.599 1.659 2.172
H 2.661 -0.080 2.089
H 3.050 -0.135 -0.173
H 3.604 1.511 0.084
H 2.008 1.175 -1.731
H 1.959 3.352 -1.359
H 1.708 3.099 0.359
H -0.355 2.934 -1.875
H -0.319 4.094 -0.554
H -1.880 2.205 -0.452
H -1.985 1.850 1.748
H -1.306 3.460 1.560
H -0.167 1.865 3.253
H 0.862 2.793 2.185
H 0.480 -0.026 2.310
N -1.956 -1.011 0.421
C -1.894 -2.262 1.225
C -0.935 -3.318 0.674
C -0.973 -3.463 -0.858
C 0.330 -3.065 -1.548
N 0.964 -1.822 -1.007
H -2.548 -0.363 0.953
H -2.509 -1.230 -0.417
H -2.901 -2.692 1.248
H -1.616 -2.016 2.255
H -1.203 -4.263 1.146
H 0.080 -3.103 1.011
H -1.808 -2.901 -1.279
H -1.162 -4.505 -1.121
H 0.151 -2.925 -2.614
H 1.056 -3.880 -1.446
H 1.697 -1.590 -1.686
H 1.460 -2.107 -0.155
Cl -2.855 0.486 -2.336
C -1.138 0.136 -2.442
H -0.668 0.894 -3.072
H -1.028 -0.849 -2.903

Here are the Löwdin charges for atoms 1 to 5, given in e: 1.620, -0.132, -0.149, -0.159, -0.128